1.
{"formula": "C28H63IN4O6P", "method": "ωB97M-V with the def2-TZVPD basis set", "homo_energy_ev": -11.46, "charge": 1, "total_energy_ev": -65679.918, "homo_lumo_gap_ev": 7.519, "largest_force_ev_per_a": 2.0, "elements": ["C", "C", "O", "C", "C", "C", "C", "C", "C", "N", "C", "P", "N", "C", "I", "C", "C", "C", "C", "C", "C", "N", "O", "N", "O", "H", "H", "H", "H", "H", "H", "H", "H", "H", "H", "H", "H", "H", "H", "H", "H", "H", "H", "H", "H", "H", "H", "H", "H", "H", "H", "H", "H", "H", "H", "H", "H", "H", "C", "C", "O", "C", "C", "H", "H", "H", "H", "H", "H", "H", "H", "H", "H", "C", "C", "O", "C", "C", "H", "H", "H", "H", "H", "H", "H", "H", "H", "H", "C", "C", "O", "C", "C", "H", "H", "H", "H", "H", "H", "H", "H", "H", "H"], "positions_angstrom": [[3.447, 4.803, 2.389], [2.325, 5.068, 1.427], [2.062, 3.937, 0.604], [0.692, 3.785, 0.320], [0.518, 2.747, -0.752], [-0.954, 2.499, -1.052], [-1.647, 1.412, -0.251], [-1.121, -0.019, -0.532], [-0.501, -0.743, 0.588], [0.202, -0.138, 1.457], [0.745, -0.971, 2.508], [2.510, -0.750, 2.970], [2.932, 0.755, 3.103], [0.202, -2.394, 2.246], [-1.166, -2.908, 3.822], [-0.545, -2.235, 0.851], [0.135, -2.909, -0.344], [0.660, -4.319, -0.096], [2.068, -4.488, -0.630], [3.117, -3.656, 0.108], [3.587, -2.407, -0.647], [5.034, -2.245, -0.497], [-1.834, -2.826, 1.015], [-2.877, -2.221, 0.257], [-3.733, -2.971, 0.048], [3.944, 5.728, 2.649], [3.116, 4.341, 3.304], [4.183, 4.186, 1.895], [2.584, 5.940, 0.833], [1.416, 5.329, 1.963], [0.336, 4.725, -0.088], [0.158, 3.547, 1.250], [0.952, 3.183, -1.641], [1.091, 1.836, -0.575], [-1.489, 3.419, -0.843], [-1.079, 2.321, -2.111], [-2.680, 1.422, -0.561], [-1.655, 1.651, 0.807], [-1.971, -0.583, -0.856], [-0.453, 0.021, -1.389], [0.409, 0.858, 1.424], [0.257, -0.652, 3.424], [3.337, -1.390, 2.029], [2.592, -1.485, 4.168], [2.159, 1.378, 2.898], [1.058, -3.037, 2.182], [0.961, -2.272, -0.642], [-0.612, -2.963, -1.121], [0.021, -4.997, -0.644], [0.608, -4.637, 0.938], [2.040, -4.228, -1.682], [2.342, -5.522, -0.562], [4.011, -4.246, 0.242], [2.779, -3.374, 1.103], [3.056, -1.518, -0.294], [3.395, -2.557, -1.700], [5.245, -1.909, 0.437], [5.364, -1.509, -1.110], [-2.179, 8.192, -1.440], [-3.042, 6.960, -1.232], [-2.810, 6.294, -0.001], [-3.047, 7.052, 1.174], [-4.473, 7.556, 1.311], [-1.121, 7.935, -1.376], [-2.374, 8.624, -2.421], [-2.379, 8.963, -0.695], [-2.816, 6.225, -2.005], [-4.104, 7.206, -1.337], [-2.335, 7.882, 1.241], [-2.820, 6.381, 2.003], [-4.743, 8.242, 0.508], [-4.593, 8.087, 2.255], [-5.176, 6.723, 1.285], [2.608, -7.134, 3.400], [2.122, -7.730, 2.093], [2.984, -7.489, 1.000], [4.304, -8.004, 1.114], [4.369, -9.510, 1.282], [2.758, -6.057, 3.300], [1.878, -7.312, 4.190], [3.555, -7.570, 3.719], [1.169, -7.274, 1.819], [1.932, -8.803, 2.201], [4.840, -7.499, 1.926], [4.806, -7.721, 0.189], [3.889, -9.842, 2.203], [5.407, -9.839, 1.314], [3.870, -10.009, 0.450], [-4.899, -0.177, -3.269], [-5.495, 1.183, -3.594], [-4.579, 2.257, -3.474], [-3.439, 2.203, -4.310], [-3.750, 2.186, -5.796], [-4.485, -0.180, -2.257], [-5.666, -0.948, -3.332], [-4.098, -0.450, -3.958], [-6.295, 1.405, -2.889], [-5.950, 1.178, -4.590], [-2.811, 1.345, -4.033], [-2.863, 3.100, -4.076], [-4.317, 1.301, -6.086], [-2.826, 2.191, -6.374], [-4.340, 3.060, -6.071]], "lowdin_charge": [-0.067, -0.276, -0.148, -0.251, -0.172, -0.189, -0.148, -0.083, -0.104, 0.189, -0.466, 0.769, -0.276, -0.580, 1.040, -0.407, -0.082, -0.171, -0.180, -0.186, -0.307, 0.002, -0.163, -0.001, 0.145, 0.076, 0.068, 0.079, 0.120, 0.112, 0.130, 0.128, 0.123, 0.108, 0.117, 0.106, 0.112, 0.116, 0.088, 0.152, 0.164, 0.065, -0.005, 0.031, -0.048, 0.049, 0.115, 0.135, 0.122, 0.108, 0.116, 0.095, 0.110, 0.070, 0.079, 0.109, 0.061, 0.072, -0.076, -0.281, -0.180, -0.285, -0.076, 0.078, 0.080, 0.068, 0.112, 0.109, 0.108, 0.114, 0.068, 0.080, 0.082, -0.074, -0.282, -0.181, -0.275, -0.073, 0.071, 0.080, 0.070, 0.111, 0.111, 0.108, 0.119, 0.068, 0.081, 0.084, -0.077, -0.272, -0.162, -0.297, -0.071, 0.063, 0.081, 0.066, 0.121, 0.112, 0.097, 0.113, 0.069, 0.080, 0.086]}

2.
{"formula": "C17H21ClN4OS4V", "method": "ωB97M-V with the def2-TZVPD basis set", "homo_energy_ev": -17.10, "charge": 3, "total_energy_ev": -107501.910, "homo_lumo_gap_ev": 5.393, "largest_force_ev_per_a": 0.2, "elements": ["V", "C", "O", "C", "S", "S", "H", "H", "H", "N", "C", "S", "N", "C", "C", "C", "C", "C", "C", "H", "H", "H", "H", "H", "H", "H", "H", "N", "C", "S", "N", "C", "C", "C", "C", "C", "C", "H", "H", "H", "H", "H", "H", "H", "H", "Cl", "C", "H", "H"], "positions_angstrom": [[-0.410, 0.365, 1.804], [-0.781, -1.184, 4.837], [-0.599, -0.026, 3.946], [-0.076, 1.145, 4.461], [0.291, 1.523, 5.941], [0.072, 2.140, 2.984], [-1.160, -1.975, 4.198], [-1.502, -0.915, 5.604], [0.179, -1.441, 5.276], [-4.139, -0.072, -0.159], [-3.213, -0.870, 0.338], [-2.521, -0.380, 1.898], [-2.883, -2.004, -0.234], [-1.923, -2.965, 0.269], [-2.209, -3.682, 1.422], [-1.304, -4.642, 1.851], [-0.150, -4.892, 1.117], [0.108, -4.184, -0.050], [-0.782, -3.208, -0.482], [-4.438, 0.745, 0.354], [-4.690, -0.330, -0.969], [-3.403, -2.280, -1.063], [-3.139, -3.519, 1.954], [-1.521, -5.226, 2.736], [0.534, -5.667, 1.438], [0.986, -4.412, -0.640], [-0.618, -2.682, -1.415], [1.298, 3.182, -0.353], [0.470, 2.309, -0.890], [-0.921, 1.711, 0.052], [0.597, 1.920, -2.135], [1.587, 2.494, -3.036], [1.284, 3.679, -3.693], [2.233, 4.222, -4.546], [3.454, 3.584, -4.727], [3.738, 2.399, -4.061], [2.800, 1.842, -3.204], [1.111, 3.593, 0.549], [2.017, 3.608, -0.932], [-0.085, 1.271, -2.506], [0.322, 4.158, -3.552], [2.017, 5.140, -5.074], [4.187, 4.012, -5.398], [4.687, 1.903, -4.214], [3.006, 0.910, -2.691], [1.201, -1.316, 1.900], [1.200, -0.074, 0.661], [1.033, -0.498, -0.323], [2.053, 0.590, 0.759]], "nbo_charge": [0.416, -0.261, -0.587, -0.107, 0.377, 0.300, 0.218, 0.246, 0.233, -0.716, 0.407, 0.150, -0.524, 0.053, -0.222, -0.181, -0.170, -0.205, -0.197, 0.449, 0.441, 0.441, 0.242, 0.254, 0.256, 0.249, 0.222, -0.735, 0.396, 0.124, -0.519, 0.016, -0.224, -0.169, -0.151, -0.191, -0.181, 0.439, 0.459, 0.436, 0.239, 0.255, 0.255, 0.250, 0.216, 0.299, -0.530, 0.258, 0.272]}